# 1
8
Properties=species:S:1:pos:R:3 method="wB97M-V/def2-TZVPD" e_above_lowest_kcal_mol=43.0 total_charge=+1 gap_ev="5.64 / 5.63" e_tot_ha=-697.43163 max_force_ha_per_bohr=0.0716 lumo_energy_ev="-7.7 / -7.7"
C -1.67099 0.83917 -0.53594
C -2.61583 0.06375 0.12275
C 2.04984 -0.12746 -0.00379
N -1.03855 1.57568 -1.15502
N 2.34591 -1.02485 0.67054
O -3.35501 -0.58956 0.67516
S 1.44975 0.93083 -1.07263
H 2.83487 -1.66756 1.29894

# 2
10
Properties=species:S:1:pos:R:3 method="wB97M-V/def2-TZVPD" e_above_lowest_kcal_mol=77.4 gap_ev=8.91 e_tot_ha=-355.51652 max_force_ha_per_bohr=0.0131 lumo_energy_ev=-0.7
N 2.08519 0.11599 0.91705
C 1.31141 0.76776 0.23090
N 0.48892 1.37957 -0.45621
N -0.09645 0.51070 -1.38522
O -1.50664 0.51026 1.25965
C -1.43601 -0.43088 0.50851
C -0.84072 -0.38986 -0.87259
H 3.04953 0.11575 0.59578
H -1.91365 -1.39738 0.75501
H -1.14158 -1.18192 -1.55288

# 3
115
Properties=species:S:1:pos:R:3 method="wB97M-V/def2-TZVPD" total_charge=+1 gap_ev=6.31 e_tot_ha=-6159.76932 max_force_ha_per_bohr=0.0222 lumo_energy_ev=-2.8
Sc -0.21121 0.26606 -0.05186
O -2.85531 0.74951 3.17910
C -2.26445 0.43485 2.15854
N -1.02548 0.80186 1.77666
C -0.33562 1.72900 2.64920
C 0.54980 2.62353 1.82664
C 1.07693 3.79926 2.34549
C 1.80614 4.63330 1.52278
C 2.00767 4.26710 0.19536
C 1.49241 3.06952 -0.23299
N 0.78091 2.25935 0.56119
C -2.95980 -0.42447 1.12523
C -4.25338 -0.84788 1.35606
C -4.90041 -1.58281 0.37910
C -4.22768 -1.86438 -0.80165
C -2.94045 -1.39568 -0.95568
N -2.30645 -0.69193 -0.01594
H 0.26743 1.19853 3.39402
H -1.05772 2.32444 3.20718
H 0.88378 4.05698 3.37956
H 2.20335 5.56632 1.90129
H 2.54994 4.90258 -0.49208
H 1.64361 2.72709 -1.24828
H -4.71169 -0.58453 2.29912
H -5.91840 -1.92253 0.52661
H -4.68926 -2.43796 -1.59389
H -2.39602 -1.57312 -1.87103
C 6.93258 -1.13674 1.61450
N 5.48775 -0.91591 1.69009
C 4.72498 -2.14126 1.90309
C 4.90655 0.17429 1.13004
S 3.36867 0.09436 0.43882
N 5.63438 1.32542 1.18980
C 6.44311 1.66613 2.35634
C 5.35107 2.45742 0.32823
H 7.11368 -2.08073 1.09717
H 7.38572 -1.20181 2.60484
H 7.41364 -0.34428 1.05232
H 5.22446 -2.72490 2.67668
H 4.66589 -2.73383 0.98600
H 3.71601 -1.91200 2.22608
H 6.42460 0.86293 3.08456
H 6.02727 2.56087 2.82623
H 7.47827 1.87805 2.08126
H 4.78352 2.13193 -0.53623
H 6.29633 2.89739 0.00234
H 4.77369 3.22282 0.85422
C -5.28634 -5.71966 4.32276
C -4.02462 -6.20636 3.64808
C -3.85353 -7.56713 3.41623
C -2.72029 -8.04310 2.77505
C -1.72704 -7.15816 2.39927
C -1.87248 -5.79402 2.63475
N -0.81046 -4.95106 2.19152
C -0.24766 -3.93719 2.92768
C -0.22302 -4.02378 4.33153
C 0.36544 -3.04226 5.09496
C 0.97133 -1.93355 4.49719
C 0.95116 -1.83161 3.12519
C 0.34853 -2.81080 2.31922
C 0.27669 -2.57693 0.86206
O -0.08635 -3.43743 0.06981
O 0.58969 -1.36009 0.45420
C -3.04139 -5.29545 3.22949
C -3.29070 -3.81521 3.36965
H -5.85519 -6.55949 4.71992
H -5.92917 -5.18185 3.61990
H -5.06309 -5.03946 5.14811
H -4.62566 -8.25959 3.73465
H -2.60422 -9.10335 2.58348
H -0.81648 -7.50995 1.92741
H -0.69405 -4.85131 1.19342
H -0.67351 -4.88891 4.80135
H 0.36424 -3.13691 6.17463
H 1.44362 -1.17298 5.10635
H 1.41944 -0.98744 2.63409
H -2.98845 -3.43151 4.34852
H -4.35143 -3.59610 3.24772
H -2.74347 -3.24847 2.61679
C 0.33867 -2.22563 -2.91043
C 0.93488 -0.87196 -2.83972
O 0.49555 -0.02662 -2.04802
C 2.05911 -0.49819 -3.72344
C 2.18870 -1.06428 -4.99622
C 3.24193 -0.69617 -5.81666
C 4.18828 0.21518 -5.36233
C 4.05955 0.78514 -4.10171
C 2.98977 0.44542 -3.29196
H 0.43263 -2.68575 -1.91867
H 0.82028 -2.86781 -3.63936
H -0.73250 -2.16257 -3.11323
H 1.45205 -1.76960 -5.36124
H 3.33131 -1.12986 -6.80486
H 5.03004 0.47737 -5.99225
H 4.79905 1.49293 -3.74721
H 2.89212 0.87190 -2.30176
C -3.87966 4.26350 -3.10408
N -2.75578 3.59814 -3.74714
C -1.89413 2.74939 -3.15796
Se -1.92222 2.18608 -1.41124
N -1.00114 2.37380 -4.09693
C -1.28658 2.97652 -5.32065
C -0.68842 2.90374 -6.56652
C -1.26806 3.64651 -7.58293
C -2.40146 4.43356 -7.35666
C -2.99255 4.50532 -6.10451
C -2.40983 3.75912 -5.09455
H -3.92131 3.95057 -2.06634
H -4.80753 3.98899 -3.60490
H -3.74736 5.34376 -3.15418
H -0.24880 1.73886 -3.89556
H 0.19209 2.29669 -6.74153
H -0.83453 3.61624 -8.57434
H -2.82606 4.99747 -8.17653
H -3.86842 5.11803 -5.92737

# 4
18
Properties=species:S:1:pos:R:3 method="wB97M-V/def2-TZVPD" e_above_lowest_kcal_mol=89.9 gap_ev=9.61 e_tot_ha=-272.80542 max_force_ha_per_bohr=0.0053 lumo_energy_ev=0.8
C 1.95157 -0.53996 -0.68988
C 1.02086 -0.84782 0.28412
C -0.79894 0.30059 -0.09956
C -1.74122 -0.77518 0.41422
C -0.52143 1.47463 0.82874
O -0.84165 0.55749 -1.33931
H 2.21952 -1.27468 -1.44568
H 2.70409 0.22579 -0.51145
H 1.26823 0.29739 -1.82717
H 1.12278 -0.40037 1.26779
H 0.55473 -1.82818 0.25424
H -1.45305 -1.15294 1.39992
H -1.79131 -1.59937 -0.30143
H -2.74458 -0.33748 0.49851
H -0.39529 1.17381 1.87314
H -1.37032 2.16684 0.76915
H 0.36962 2.01489 0.49381
H 0.44639 0.54456 -1.86917

# 5
9
Properties=species:S:1:pos:R:3 method="wB97M-V/def2-TZVPD" e_above_lowest_kcal_mol=33.6 gap_ev=10.71 smiles="CC#CC=O" e_tot_ha=-229.97435 max_force_ha_per_bohr=0.0113 lumo_energy_ev=0.4
C -1.78512 0.18698 -0.06667
C -0.33542 0.26533 -0.12671
C 0.87046 0.21495 -0.11662
C 2.23249 -0.23481 0.08438
O 3.24757 0.31562 -0.26660
H -2.20700 1.04304 0.46347
H -2.04993 -0.72593 0.47297
H -2.21728 0.13744 -1.06818
H 2.24422 -1.20262 0.62396

# 6
17
Properties=species:S:1:pos:R:3 method="wB97M-V/def2-TZVPD" e_above_lowest_kcal_mol=171.7 gap_ev=8.92 e_tot_ha=-488.36815 max_force_ha_per_bohr=0.1327 lumo_energy_ev=0.7
C 1.67685 -0.07512 0.24914
C 1.10816 -1.21213 -0.55006
C -0.61476 0.21787 -0.50918
H -0.47159 2.21695 0.69779
H 0.21634 2.67182 -0.51130
H 2.72964 0.27434 -0.14061
H 1.78625 -0.16033 1.36722
H 1.47961 -2.00854 -0.12169
H 1.32768 -1.24964 -1.65581
H -1.65642 -1.73042 0.70976
H -3.26520 0.40387 0.49911
N 0.45193 2.13230 0.21531
N 0.56606 0.79321 -0.16882
N -0.29634 -1.28729 -0.58021
N -1.71332 0.75085 -0.10269
O -0.61885 -1.65486 0.86138
O -2.70604 -0.08288 -0.25933

# 7
20
Properties=species:S:1:pos:R:3 method="wB97M-V/def2-TZVPD" e_above_lowest_kcal_mol=136.0 total_charge=+1 gap_ev="6.59 / 6.59" e_tot_ha=-440.37470 max_force_ha_per_bohr=0.0998 lumo_energy_ev="-5.0 / -5.0"
C -1.51866 0.74353 -1.04310
C -0.16368 0.74174 -1.41665
C -1.64384 -0.32028 0.96230
C -0.26134 -0.43568 0.79315
C -2.37388 0.39264 -0.08041
C 0.29169 0.25822 -0.26865
C -3.84554 0.54442 -0.08695
C 3.14948 0.28072 0.46164
N 3.77217 -0.87194 0.32300
O 3.45862 1.33252 -0.35509
H -2.14456 -0.83347 1.77762
H 0.51266 -0.91489 1.45014
H -4.12954 1.55786 0.35361
H -4.34830 -0.22834 0.51508
H -4.21556 0.46112 -1.15904
H 2.83540 0.68474 1.34968
H 4.21906 -1.08803 -0.63099
H 0.22690 1.37934 -2.15711
H 3.88034 -1.45613 1.09664
H 4.01287 1.00708 -1.10687

# 8
131
Properties=species:S:1:pos:R:3 method="wB97M-V/def2-TZVPD" e_above_lowest_kcal_mol=12.9 total_charge=-1 gap_ev=7.21 e_tot_ha=-3721.34651 max_force_ha_per_bohr=0.0601 lumo_energy_ev=2.0
C -2.71900 -0.98849 1.37581
C -1.51056 -0.86702 0.48039
Cl -2.18003 -0.99426 -1.21669
C -0.62194 0.38111 0.69010
Cl -1.09262 1.72015 -0.42289
P -0.50739 0.88773 2.58464
C 1.42513 1.03531 2.61440
C 2.05990 0.15680 3.60556
O 1.70231 -0.93617 4.02163
F 3.25249 0.68044 4.09607
O -0.47576 2.65692 2.31790
C -1.24618 3.25498 3.29221
C -1.24657 2.37044 4.58155
O -0.38424 1.29289 4.32298
H -2.45987 -0.98092 2.42423
H -3.38515 -0.15351 1.19781
H -3.27461 -1.88338 1.13020
H -0.90531 -1.75734 0.56151
H 0.36280 0.11012 0.34221
H -1.92011 1.06035 2.75166
H -0.51060 -0.49015 2.97779
H 1.69817 2.04692 2.87005
H 1.89991 0.82388 1.65523
H -0.87322 4.23433 3.58723
H -2.27725 3.45877 2.97425
H -2.23700 2.09343 4.93740
H -0.74129 2.94068 5.35762
C 1.80322 -5.40222 4.03201
C 1.70992 -6.36515 2.85137
C 1.00098 -5.50392 1.81366
O 1.39186 -4.15699 2.06624
C 2.05429 -4.07071 3.33389
H 2.58511 -5.65775 4.74633
H 0.84933 -5.37343 4.56496
H 2.71195 -6.62755 2.50393
H 1.17903 -7.28846 3.07435
H -0.08850 -5.57560 1.91744
H 1.26721 -5.76807 0.78787
H 3.12438 -3.91285 3.15542
H 1.67130 -3.21770 3.88447
C -0.56349 -3.60439 7.11566
C -0.62774 -2.34630 6.25259
C -1.80958 -2.65121 5.34770
O -2.70049 -3.48150 6.11496
C -2.04042 -3.93098 7.29560
H -0.04319 -3.46271 8.06265
H -0.06407 -4.40871 6.56962
H -0.84442 -1.47529 6.87455
H 0.28267 -2.14206 5.69314
H -1.49514 -3.20700 4.45766
H -2.33784 -1.75480 5.02529
H -2.46068 -3.39664 8.15675
H -2.22925 -4.99875 7.42691
C 5.80024 2.84103 -0.91259
C 4.83407 3.46107 0.09446
C 3.55068 2.69694 -0.19910
O 3.95110 1.39583 -0.64439
C 5.35015 1.38505 -0.91154
H 6.85060 2.95814 -0.64659
H 5.64635 3.28309 -1.89994
H 5.17122 3.25391 1.11318
H 4.71634 4.53842 -0.01319
H 2.97714 3.17416 -0.99901
H 2.90883 2.59734 0.67502
H 5.85316 0.81620 -0.12064
H 5.52893 0.88377 -1.86448
C -0.06322 2.25690 -5.41887
C 0.07338 2.15558 -3.90241
C 1.19593 3.14310 -3.62566
O 1.09637 4.16294 -4.63140
C 0.19074 3.73858 -5.65164
H -1.03211 1.93181 -5.79164
H 0.71334 1.66112 -5.90812
H -0.84701 2.48787 -3.41956
H 0.29457 1.15294 -3.54375
H 2.17822 2.66387 -3.71415
H 1.12107 3.60175 -2.63980
H -0.73700 4.31649 -5.55449
H 0.62811 3.95005 -6.62992
C 2.58487 -11.81617 2.49083
C 3.43191 -11.04274 1.48329
C 2.96978 -9.61208 1.72697
O 2.61154 -9.53551 3.10812
C 2.54683 -10.84775 3.66588
H 2.99628 -12.78841 2.75852
H 1.57852 -11.96885 2.09473
H 4.49143 -11.14433 1.72898
H 3.29003 -11.36133 0.45181
H 2.08777 -9.37035 1.12403
H 3.74301 -8.87292 1.51688
H 3.41067 -10.98996 4.32499
H 1.63870 -10.93789 4.26283
C -5.29830 2.99735 -6.77879
C -4.93304 3.84974 -5.56542
C -4.05232 2.89641 -4.76880
O -3.39913 2.05925 -5.72866
C -4.00761 2.22688 -7.01036
H -5.60500 3.57272 -7.64952
H -6.10685 2.30876 -6.52058
H -4.35431 4.72123 -5.88231
H -5.79362 4.20125 -4.99809
H -4.64764 2.26328 -4.10374
H -3.29838 3.40896 -4.17081
H -3.31999 2.79320 -7.65079
H -4.17037 1.24667 -7.46046
C 4.11494 3.45783 5.94847
C 4.13973 4.77730 5.17875
C 2.87536 4.65932 4.33554
O 1.95782 3.88305 5.09852
C 2.62436 3.27711 6.20160
H 4.70094 3.47154 6.86739
H 4.48636 2.64853 5.31652
H 4.05654 5.61921 5.87139
H 5.03669 4.91970 4.57648
H 3.07496 4.13596 3.39317
H 2.42236 5.62457 4.10385
H 2.31144 3.78592 7.12238
H 2.32710 2.23010 6.26427
C -5.57024 5.05858 -12.11358
C -6.21576 6.11939 -11.22590
C -6.77551 5.27210 -10.09126
O -5.90031 4.15012 -9.95597
C -5.01780 4.08737 -11.07919
H -4.80079 5.44889 -12.77766
H -6.33124 4.56749 -12.72425
H -5.45368 6.80298 -10.84562
H -6.98088 6.70885 -11.72858
H -7.77982 4.90391 -10.32714
H -6.81822 5.80794 -9.14228
H -4.01577 4.38374 -10.75138
H -4.97299 3.05987 -11.44073

# 9
123
Properties=species:S:1:pos:R:3 method="wB97M-V/def2-TZVPD" e_above_lowest_kcal_mol=15.4 gap_ev=8.75 smiles="C#CCCC[C@]1(NCCCC)C[C@H](P(=O)(O)O)NC1=O.CC(C)=O.CC(C)=O.CC(C)=O.CC(C)=O.CC(C)=O.CC(C)=O.CC(C)=O.CC(C)=O" e_tot_ha=-2806.14097 max_force_ha_per_bohr=0.0514 lumo_energy_ev=0.0
C 4.23341 -3.96088 3.32045
C 3.70834 -3.76957 2.25781
C 2.85089 -3.47625 1.08619
C 1.47945 -2.87995 1.55630
C 1.20317 -1.64182 0.64615
C -0.16647 -0.97041 0.96874
N -1.21928 -1.77159 0.33951
C -2.56571 -1.40118 0.78891
C -3.64376 -2.23019 0.03734
C -4.57112 -2.88992 1.08709
C -5.66221 -1.92073 1.62879
C -0.05649 0.45719 0.30230
C -0.57856 1.42139 1.40527
P 0.11052 3.13198 1.47346
O -0.17698 3.72448 2.77899
O -0.55811 4.03341 0.30477
O 1.69970 3.16121 1.20422
N -0.11384 0.81042 2.67382
C -0.28735 -0.61953 2.47801
O -0.45258 -1.39353 3.36263
H 4.46392 -4.04076 4.36305
H 2.71210 -4.35442 0.45082
H 3.37232 -2.70574 0.50389
H 0.65838 -3.57967 1.37991
H 1.56896 -2.59574 2.60406
H 1.20570 -2.03616 -0.37816
H 2.03972 -0.94988 0.80541
H -1.14402 -1.56978 -0.65292
H -2.71037 -0.32561 0.57069
H -2.70456 -1.56686 1.86148
H -3.19154 -3.02401 -0.56412
H -4.26758 -1.60897 -0.61282
H -4.00087 -3.24277 1.95694
H -5.08144 -3.75832 0.65122
H -6.52321 -2.52038 1.93967
H -6.00781 -1.23291 0.84701
H -5.23507 -1.35150 2.46056
H 0.95808 0.73863 -0.01143
H -0.66043 0.50232 -0.61037
H -1.66657 1.44032 1.28051
H -1.44886 3.68644 0.16068
H 2.15514 2.91854 2.02022
H 0.90661 0.89483 2.67293
C -3.35467 1.97368 -3.09431
C -2.95810 0.52832 -2.95251
O -2.20214 0.16413 -2.07304
C -3.53437 -0.43931 -3.94635
H -2.86635 2.56291 -2.31880
H -3.03834 2.34539 -4.07074
H -4.43560 2.07830 -2.98662
H -3.22460 -0.16033 -4.95221
H -4.62354 -0.44372 -3.87786
H -3.16893 -1.44075 -3.73207
C -0.15461 -0.00388 -7.18894
C -0.33270 1.23816 -6.35243
O -1.43133 1.69690 -6.13204
C 0.91372 1.88339 -5.80193
H -1.12925 -0.36127 -7.51720
H 0.45228 0.22210 -8.06721
H 0.32543 -0.78545 -6.59809
H 1.56690 2.19104 -6.61994
H 1.43991 1.18303 -5.15140
H 0.63940 2.76264 -5.22211
C 3.18971 -3.56294 7.92852
C 4.64688 -3.48293 7.55111
O 5.00109 -3.50801 6.39367
C 5.64633 -3.36984 8.67395
H 2.58604 -3.64046 7.02607
H 3.01314 -4.44435 8.54694
H 2.89540 -2.66394 8.47230
H 5.57590 -4.24283 9.32445
H 5.45837 -2.46238 9.25002
H 6.65161 -3.32115 8.25930
C -0.76653 6.53866 3.89915
C -0.90918 7.79171 4.72414
O -1.99106 8.28449 4.95098
C 0.36078 8.41068 5.25963
H -1.74991 6.20151 3.58017
H -0.16120 6.74096 3.01440
H -0.30274 5.74998 4.49106
H 1.01493 8.69334 4.43318
H 0.87375 7.70286 5.91268
H 0.11399 9.30252 5.83310
C -5.09242 -0.28706 -7.43139
C -4.68912 -1.73355 -7.28075
O -3.94236 -2.09624 -6.39945
C -5.25786 -2.71170 -8.27838
H -4.61532 0.30665 -6.65496
H -4.77414 0.08890 -8.40500
H -6.17490 -0.19035 -7.33288
H -4.94641 -2.43832 -9.28780
H -6.34718 -2.71729 -8.21571
H -4.88813 -3.71087 -8.05533
C -4.48136 -5.86746 -2.24775
C -4.22761 -4.61346 -3.04826
O -4.72356 -3.55601 -2.73273
C -3.33042 -4.73603 -4.25458
H -5.13976 -5.63567 -1.41226
H -4.96101 -6.62015 -2.87563
H -3.54001 -6.25685 -1.85634
H -3.76070 -5.44037 -4.96876
H -2.33980 -5.07788 -3.94806
H -3.23474 -3.76513 -4.73626
C 6.31244 -1.42192 4.67564
C 7.41799 -1.12753 3.69169
O 8.06506 -2.01271 3.18370
C 7.68425 0.32429 3.36647
H 6.22933 -2.49174 4.81519
H 6.53864 -0.95779 5.63816
H 5.36293 -1.04361 4.29187
H 7.96678 0.86369 4.27220
H 6.79361 0.77753 2.92785
H 8.50070 0.39023 2.64954
C 3.15732 5.08780 -0.48996
C 4.27565 5.36004 -1.46545
O 4.95848 4.46503 -1.90783
C 4.50729 6.79711 -1.86723
H 3.10456 4.02502 -0.29280
H 3.34640 5.61174 0.44886
H 2.20566 5.41425 -0.91382
H 4.75369 7.39495 -0.98827
H 3.61414 7.19810 -2.34916
H 5.33753 6.84656 -2.56943